{
  "formula": "C41H59ClCsN5PSbSe4",
  "method": "ωB97M-V/def2-TZVPD",
  "homo_energy_ev": -0.676,
  "total_charge": -2,
  "elements": ["Cs", "N", "C", "C", "N", "H", "H", "H", "H", "H", "H", "H", "H", "C", "C", "C", "C", "C", "C", "C", "P", "C", "C", "C", "C", "C", "C", "C", "C", "C", "C", "C", "C", "C", "C", "H", "H", "H", "H", "H", "H", "H", "H", "H", "H", "H", "H", "H", "H", "H", "H", "H", "H", "H", "H", "Se", "Se", "Se", "Se", "C", "C", "C", "Sb", "C", "C", "C", "C", "C", "C", "H", "H", "H", "H", "H", "H", "H", "H", "H", "H", "H", "H", "H", "H", "H", "H", "H", "H", "H", "H", "H", "Cl", "C", "C", "C", "C", "N", "C", "H", "H", "H", "H", "C", "C", "N", "C", "C", "N", "H", "H", "H", "H", "H", "H"],
  "coordinates": [[0.350, -0.995, -1.307], [1.299, 1.519, 2.998], [-0.056, 1.174, 2.625], [-0.410, -0.231, 3.101], [-1.727, -0.623, 2.627], [1.364, 1.751, 3.983], [1.631, 2.305, 2.450], [-0.141, 1.191, 1.539], [-0.807, 1.878, 3.027], [-0.332, -0.260, 4.203], [0.326, -0.927, 2.694], [-2.439, -0.053, 3.074], [-1.900, -1.589, 2.880], [5.664, 0.257, -2.170], [6.093, -1.017, -1.518], [7.332, -1.578, -1.799], [7.733, -2.767, -1.211], [6.881, -3.416, -0.333], [5.639, -2.877, -0.057], [5.233, -1.672, -0.622], [3.516, -1.030, -0.403], [3.873, 0.465, 0.615], [3.244, 1.606, 0.120], [3.459, 2.854, 0.677], [4.308, 2.973, 1.764], [4.931, 1.844, 2.269], [4.751, 0.590, 1.700], [5.482, -0.584, 2.274], [2.725, -2.382, 0.516], [2.488, -3.409, -0.385], [1.950, -4.637, -0.027], [1.683, -4.842, 1.341], [1.870, -3.852, 2.251], [2.363, -2.541, 1.910], [2.462, -1.585, 2.869], [6.366, 0.569, -2.941], [5.573, 1.055, -1.433], [4.678, 0.123, -2.621], [7.995, -1.087, -2.502], [8.698, -3.196, -1.450], [7.179, -4.349, 0.130], [4.958, -3.391, 0.607], [2.591, 1.533, -0.743], [2.962, 3.713, 0.251], [4.496, 3.938, 2.219], [5.579, 1.934, 3.133], [5.807, -0.371, 3.292], [6.363, -0.815, 1.673], [4.833, -1.458, 2.292], [2.776, -3.256, -1.423], [1.924, -5.471, -0.716], [1.308, -5.804, 1.672], [1.656, -4.040, 3.299], [2.703, -0.560, 2.662], [2.217, -1.828, 3.892], [0.534, 3.512, -2.604], [0.194, 2.186, -4.450], [1.607, 0.363, -4.305], [0.289, -1.517, -4.451], [-3.045, 4.956, -2.018], [-3.756, 4.569, -0.734], [-4.346, 5.805, -0.078], [-2.371, 3.273, 0.466], [-1.101, 4.736, 1.618], [0.030, 5.174, 0.705], [-1.754, 5.946, 2.265], [-3.752, 2.660, 2.149], [-4.587, 1.502, 1.630], [-4.657, 3.666, 2.835], [-3.735, 5.434, -2.717], [-2.605, 4.095, -2.509], [-2.233, 5.649, -1.817], [-4.567, 3.872, -0.972], [-3.589, 6.577, 0.026], [-4.764, 5.593, 0.902], [-5.145, 6.217, -0.703], [-0.688, 4.107, 2.414], [-0.334, 5.842, -0.072], [0.480, 4.325, 0.193], [0.806, 5.698, 1.268], [-2.137, 6.628, 1.511], [-1.016, 6.491, 2.862], [-2.566, 5.661, 2.928], [-3.046, 2.280, 2.893], [-5.304, 1.859, 0.890], [-5.153, 1.034, 2.443], [-3.956, 0.750, 1.163], [-5.426, 4.019, 2.151], [-4.100, 4.515, 3.220], [-5.161, 3.192, 3.684], [-0.309, -6.201, -2.744], [-0.740, -5.394, -1.277], [-1.487, -6.039, -0.322], [-1.788, -5.327, 0.846], [-1.424, -3.995, 0.915], [-0.753, -3.358, -0.027], [-0.309, -4.079, -1.061], [-1.833, -7.052, -0.473], [-2.326, -5.804, 1.652], [-1.699, -3.391, 1.773], [0.231, -3.553, -1.833], [-4.013, -2.012, -0.794], [-3.845, -0.784, -1.612], [-2.943, 0.145, -1.449], [-3.129, 1.050, -2.450], [-4.183, 0.672, -3.225], [-4.644, -0.500, -2.678], [-3.291, -1.997, 0.016], [-3.830, -2.896, -1.406], [-5.023, -2.074, -0.386], [-2.473, 1.891, -2.560], [-4.644, 1.114, -4.085], [-5.383, -1.075, -3.046]]
}

***

{
  "formula": "C41H60BrN7O7PW",
  "method": "ωB97M-V/def2-TZVPD",
  "homo_energy_ev": [-9.791, -11.092],
  "multiplicity": 3,
  "total_charge": 1,
  "s2": 2.03,
  "elements": ["W", "O", "C", "C", "O", "C", "C", "O", "C", "O", "O", "Br", "C", "C", "C", "C", "C", "N", "C", "O", "O", "H", "H", "H", "C", "N", "C", "C", "N", "C", "C", "N", "C", "C", "N", "C", "N", "C", "C", "C", "N", "C", "H", "H", "H", "H", "H", "H", "H", "H", "H", "H", "H", "H", "H", "H", "H", "H", "H", "H", "H", "H", "H", "H", "H", "H", "C", "C", "C", "C", "C", "C", "P", "C", "C", "C", "C", "C", "C", "C", "C", "C", "C", "C", "C", "H", "H", "H", "H", "H", "H", "H", "H", "H", "H", "H", "H", "H", "H", "H", "H", "H", "H", "H", "H", "H", "H", "H", "H", "H", "H", "H", "H", "H", "H", "H", "H", "H"],
  "coordinates": [[-0.906, 0.657, 1.060], [-2.725, 5.972, 1.658], [-2.045, 4.991, 1.768], [-2.086, 3.962, 2.907], [-2.647, 4.052, 3.974], [-1.297, 2.828, 2.392], [-0.706, 3.072, 1.177], [0.243, 2.267, 0.759], [-0.976, 4.503, 0.784], [-0.408, 5.192, -0.036], [-1.146, 1.633, 2.866], [1.733, 1.465, 3.681], [0.857, -0.181, 3.620], [1.136, -1.047, 4.686], [0.694, -2.363, 4.661], [-0.021, -2.816, 3.552], [-0.297, -1.889, 2.572], [0.101, -0.586, 2.600], [-1.114, -2.286, 1.339], [-1.398, -3.454, 1.123], [-1.471, -1.230, 0.640], [1.727, -0.664, 5.503], [0.915, -3.030, 5.481], [-0.369, -3.830, 3.435], [-5.213, 3.072, 2.191], [-4.725, 1.911, 2.923], [-4.989, 1.908, 4.360], [-4.185, 0.710, 4.870], [-3.480, 0.230, 3.689], [-3.411, -1.213, 3.525], [-3.767, 1.010, 2.606], [-3.161, 0.844, 1.448], [-3.829, 1.379, 0.270], [-3.266, 0.661, -0.920], [-1.846, 1.042, -1.065], [-1.512, 1.269, -2.333], [-0.542, 2.086, -2.799], [0.074, 3.204, -2.117], [-0.605, 2.250, -4.242], [-1.679, 1.266, -4.676], [-2.205, 0.772, -3.415], [-2.941, -0.474, -3.517], [-6.062, 3.454, 2.754], [-5.568, 2.813, 1.198], [-4.478, 3.870, 2.127], [-6.060, 1.825, 4.543], [-4.627, 2.846, 4.787], [-4.829, -0.084, 5.254], [-3.486, 0.998, 5.655], [-4.388, -1.665, 3.733], [-2.682, -1.646, 4.208], [-3.144, -1.444, 2.499], [-3.662, 2.460, 0.151], [-4.908, 1.189, 0.308], [-3.848, 0.928, -1.805], [-3.368, -0.417, -0.743], [-0.562, 4.092, -2.179], [1.013, 3.423, -2.627], [0.291, 2.972, -1.089], [0.373, 2.065, -4.690], [-0.891, 3.280, -4.470], [-1.277, 0.430, -5.258], [-2.462, 1.742, -5.268], [-2.442, -1.118, -4.244], [-3.960, -0.287, -3.862], [-2.978, -1.007, -2.579], [4.652, 1.580, -2.994], [3.659, 0.703, -3.772], [2.416, 0.376, -2.935], [2.827, 0.147, -1.477], [3.269, 1.508, -0.888], [3.915, 2.410, -1.953], [1.571, -0.754, -0.456], [1.000, -2.214, -1.455], [2.048, -2.915, -2.378], [1.501, -3.234, -3.768], [0.202, -4.028, -3.689], [-0.790, -3.380, -2.704], [-0.309, -2.019, -2.202], [2.645, -1.632, 0.793], [3.385, -2.888, 0.296], [4.487, -3.338, 1.277], [4.207, -2.866, 2.695], [4.235, -1.336, 2.741], [3.685, -0.717, 1.448], [5.208, 2.220, -3.679], [5.396, 0.956, -2.494], [4.142, -0.228, -4.077], [3.356, 1.207, -4.692], [1.898, -0.481, -3.360], [1.702, 1.205, -2.965], [3.697, -0.523, -1.487], [3.996, 1.342, -0.097], [2.417, 2.013, -0.425], [4.590, 3.114, -1.465], [3.160, 3.018, -2.452], [0.756, -2.920, -0.649], [2.347, -3.857, -1.915], [2.963, -2.333, -2.475], [2.256, -3.796, -4.320], [1.339, -2.315, -4.338], [0.424, -5.049, -3.378], [-0.241, -4.106, -4.683], [-0.929, -4.016, -1.828], [-1.775, -3.292, -3.162], [-1.051, -1.585, -1.531], [-0.174, -1.316, -3.029], [1.959, -1.975, 1.576], [3.846, -2.700, -0.674], [2.669, -3.699, 0.154], [5.449, -2.930, 0.959], [4.591, -4.422, 1.233], [4.935, -3.280, 3.393], [3.231, -3.242, 3.017], [5.259, -0.992, 2.893], [3.669, -0.974, 3.598], [4.504, -0.598, 0.735], [3.303, 0.285, 1.635]]
}

***

{
  "formula": "C41H61CrN4O7PSSi",
  "method": "ωB97M-V/def2-TZVPD",
  "homo_energy_ev": [-9.574, -9.582],
  "multiplicity": 2,
  "total_charge": 1,
  "s2": 0.76,
  "elements": ["Cr", "C", "O", "C", "C", "C", "C", "C", "C", "N", "N", "C", "C", "C", "C", "O", "C", "N", "C", "C", "C", "C", "H", "H", "H", "H", "H", "H", "H", "H", "H", "H", "H", "H", "C", "C", "C", "O", "H", "H", "H", "H", "H", "H", "C", "C", "N", "O", "H", "H", "H", "H", "H", "C", "P", "C", "C", "C", "C", "C", "C", "C", "H", "H", "H", "H", "H", "H", "H", "H", "H", "H", "H", "C", "C", "C", "C", "O", "Si", "S", "O", "C", "C", "C", "C", "O", "C", "C", "C", "C", "H", "H", "H", "H", "H", "H", "H", "H", "H", "H", "H", "H", "H", "H", "H", "H", "H", "H", "H", "H", "H", "H", "H", "H", "H", "H", "H"],
  "coordinates": [[-0.366, 0.850, -0.082], [-6.492, -3.261, 11.204], [-5.442, -3.900, 10.495], [-4.970, -3.301, 9.381], [-3.943, -3.974, 8.718], [-3.403, -3.435, 7.571], [-3.870, -2.222, 7.068], [-4.893, -1.553, 7.731], [-5.445, -2.086, 8.882], [-3.243, -1.760, 5.883], [-3.656, -0.669, 5.461], [-3.063, -0.163, 4.277], [-3.543, 1.078, 3.928], [-3.107, 1.790, 2.799], [-2.152, 1.234, 1.988], [-1.661, 1.825, 0.901], [-1.640, -0.056, 2.318], [-0.723, -0.526, 1.425], [-0.179, -1.706, 1.631], [-0.534, -2.498, 2.731], [-1.467, -2.052, 3.627], [-2.068, -0.781, 3.447], [-6.719, -3.906, 12.047], [-7.382, -3.155, 10.580], [-6.181, -2.281, 11.571], [-3.592, -4.913, 9.122], [-2.606, -3.946, 7.046], [-5.255, -0.614, 7.338], [-6.239, -1.554, 9.384], [-4.296, 1.508, 4.575], [-3.511, 2.766, 2.567], [0.554, -2.035, 0.906], [-0.064, -3.463, 2.858], [-1.754, -2.652, 4.474], [2.490, 2.585, 2.782], [1.364, 2.603, 1.800], [0.627, 3.885, 1.589], [1.105, 1.583, 1.170], [3.231, 3.334, 2.492], [2.951, 1.602, 2.824], [2.117, 2.874, 3.766], [0.632, 4.499, 2.488], [-0.383, 3.693, 1.238], [1.162, 4.433, 0.807], [-0.604, 4.331, -2.680], [-0.392, 2.882, -2.361], [-0.579, 1.992, -3.332], [-0.096, 2.549, -1.202], [-0.531, 4.543, -3.745], [0.129, 4.921, -2.134], [-1.596, 4.620, -2.327], [-0.722, 2.303, -4.277], [-0.304, 1.024, -3.199], [-3.355, -1.140, -0.281], [-2.338, 0.012, -1.269], [-3.553, 1.317, -1.629], [-2.146, -0.895, -2.834], [-1.507, -2.135, -2.818], [-1.340, -2.854, -3.989], [-1.799, -2.339, -5.194], [-2.434, -1.107, -5.221], [-2.609, -0.389, -4.045], [-2.783, -2.029, -0.019], [-4.227, -1.437, -0.863], [-3.684, -0.653, 0.637], [-4.450, 0.887, -2.077], [-3.145, 2.078, -2.292], [-3.811, 1.788, -0.681], [-1.129, -2.539, -1.887], [-0.846, -3.817, -3.963], [-1.666, -2.901, -6.110], [-2.801, -0.706, -6.156], [-3.116, 0.567, -4.083], [3.599, -0.225, -5.647], [2.214, 0.348, -5.379], [1.186, -0.297, -6.296], [2.236, 1.860, -5.573], [1.775, 0.029, -4.038], [2.499, 0.191, -2.579], [1.030, -0.537, -1.223], [2.840, 1.761, -2.343], [3.920, 2.465, -1.704], [3.454, 3.912, -1.628], [5.184, 2.344, -2.544], [4.143, 1.900, -0.306], [3.866, -0.666, -2.416], [4.206, -2.041, -2.140], [3.182, -2.988, -2.754], [4.273, -2.219, -0.629], [5.577, -2.255, -2.766], [3.914, 0.036, -6.658], [3.592, -1.312, -5.562], [4.332, 0.174, -4.945], [1.462, -0.160, -7.342], [0.199, 0.144, -6.138], [1.116, -1.364, -6.084], [2.470, 2.095, -6.613], [2.984, 2.325, -4.934], [1.269, 2.300, -5.333], [3.313, 4.318, -2.631], [4.185, 4.529, -1.104], [2.500, 3.962, -1.099], [5.032, 2.770, -3.537], [5.475, 1.298, -2.645], [6.002, 2.886, -2.067], [3.202, 1.902, 0.249], [4.881, 2.496, 0.234], [4.503, 0.874, -0.363], [2.185, -2.801, -2.352], [3.456, -4.019, -2.527], [3.149, -2.874, -3.837], [3.300, -2.028, -0.177], [5.000, -1.528, -0.200], [4.581, -3.237, -0.385], [5.533, -2.091, -3.843], [5.924, -3.273, -2.584], [6.300, -1.560, -2.337]]
}

***

{
  "formula": "C41H62N4O2SeSr",
  "method": "ωB97M-V/def2-TZVPD",
  "homo_energy_ev": -6.740,
  "elements": ["Sr", "C", "C", "C", "C", "C", "C", "C", "Se", "C", "C", "C", "C", "C", "C", "O", "C", "C", "C", "C", "C", "C", "C", "C", "C", "O", "C", "C", "C", "C", "C", "C", "H", "H", "H", "H", "H", "H", "H", "H", "H", "H", "H", "H", "H", "H", "H", "H", "H", "H", "H", "H", "H", "H", "H", "H", "H", "H", "H", "H", "H", "H", "H", "H", "H", "H", "H", "H", "H", "H", "H", "H", "C", "N", "C", "C", "C", "N", "C", "C", "H", "H", "H", "H", "H", "H", "H", "H", "H", "H", "H", "H", "H", "H", "H", "H", "N", "C", "N", "C", "C", "C", "C", "C", "C", "H", "H", "H", "H", "H", "H"],
  "coordinates": [[0.107, -2.158, 0.397], [1.264, 3.785, -4.933], [-0.181, 3.587, -4.455], [-0.559, 4.733, -3.505], [-1.101, 3.657, -5.676], [-0.303, 2.254, -3.717], [0.463, 2.019, -2.585], [0.355, 0.829, -1.886], [1.455, 0.624, -0.308], [0.429, 1.599, 0.996], [0.641, 2.965, 1.077], [-0.088, 3.740, 1.967], [-1.009, 3.066, 2.765], [-1.244, 1.694, 2.723], [-0.514, 0.903, 1.793], [-0.641, -0.387, 1.667], [-2.309, 1.158, 3.701], [-2.563, -0.354, 3.644], [-3.651, 1.849, 3.409], [-1.875, 1.484, 5.140], [0.134, 5.250, 2.028], [-0.777, 5.928, 3.053], [-0.154, 5.865, 0.650], [1.592, 5.542, 2.414], [-0.515, -0.216, -2.277], [-0.589, -1.325, -1.590], [-1.297, 0.023, -3.441], [-1.167, 1.233, -4.112], [-2.299, -1.037, -3.916], [-3.356, -1.272, -2.823], [-1.575, -2.356, -4.227], [-3.041, -0.615, -5.188], [1.366, 4.740, -5.454], [1.551, 2.985, -5.619], [1.963, 3.779, -4.096], [-0.471, 5.697, -4.013], [0.090, 4.752, -2.628], [-1.587, 4.616, -3.156], [-0.978, 4.623, -6.170], [-2.150, 3.558, -5.389], [-0.862, 2.876, -6.400], [1.158, 2.768, -2.223], [1.381, 3.415, 0.425], [-1.587, 3.644, 3.473], [-2.915, -0.660, 2.661], [-3.329, -0.600, 4.386], [-1.661, -0.919, 3.871], [-3.971, 1.628, 2.389], [-3.587, 2.932, 3.516], [-4.417, 1.487, 4.100], [-0.926, 0.993, 5.367], [-2.626, 1.124, 5.848], [-1.748, 2.555, 5.299], [-1.829, 5.773, 2.809], [-0.587, 7.003, 3.058], [-0.592, 5.551, 4.061], [-1.186, 5.668, 0.353], [0.500, 5.446, -0.115], [0.001, 6.946, 0.674], [1.817, 5.124, 3.397], [1.771, 6.619, 2.446], [2.286, 5.105, 1.694], [-1.773, 1.393, -4.990], [-2.878, -1.559, -1.889], [-4.050, -2.059, -3.132], [-3.929, -0.358, -2.652], [-1.071, -2.720, -3.334], [-0.834, -2.208, -5.017], [-2.292, -3.108, -4.568], [-3.625, 0.294, -5.033], [-3.734, -1.410, -5.474], [-2.354, -0.452, -6.020], [1.874, -3.420, -2.234], [2.016, -3.623, -0.786], [3.423, -3.428, -0.427], [1.574, -4.954, -0.372], [0.057, -5.179, -0.470], [-0.798, -4.635, 0.607], [-2.194, -4.908, 0.273], [-0.462, -5.199, 1.912], [2.479, -4.148, -2.793], [2.207, -2.414, -2.487], [0.835, -3.489, -2.545], [4.070, -4.161, -0.929], [3.555, -3.527, 0.650], [3.734, -2.429, -0.729], [1.917, -5.111, 0.653], [2.013, -5.754, -0.987], [-0.131, -6.259, -0.551], [-0.302, -4.724, -1.395], [-2.386, -5.987, 0.185], [-2.455, -4.432, -0.673], [-2.842, -4.504, 1.051], [-0.422, -6.298, 1.887], [-1.202, -4.889, 2.649], [0.497, -4.815, 2.250], [3.332, -0.924, 3.150], [2.046, -1.149, 2.790], [1.740, -2.425, 2.729], [2.913, -3.084, 3.096], [3.184, -4.445, 3.235], [4.466, -4.823, 3.586], [5.474, -3.875, 3.810], [5.220, -2.522, 3.700], [3.929, -2.149, 3.347], [3.754, -0.015, 3.234], [1.348, -0.348, 2.593], [2.416, -5.193, 3.087], [4.698, -5.873, 3.700], [6.465, -4.212, 4.083], [5.992, -1.785, 3.883]]
}